i) # C2H5N3O2

A molecular structure, C2H5N3O2 (ωB97M-V/def2-TZVPD, the OMol25 dataset).

Last column: natural (NBO) charge in e.
CARTESIAN COORDINATES (ANGSTROEM)
C  1.314  -0.252  -0.179  0.75
C  -0.989  -0.926  0.126  0.32
H  -0.757  2.098  -0.269  0.46
H  1.663  1.703  -0.410  0.36
H  0.484  -1.895  0.965  0.42
H  -1.759  -1.613  1.105  0.15
H  -2.451  -0.187  -0.886  0.36
N  0.957  1.088  -0.073  -0.28
N  0.353  -1.084  0.427  -0.68
N  -1.351  -0.105  -0.835  -0.76
O  0.059  1.828  0.422  -0.51
O  2.476  -0.656  -0.392  -0.61

Lowest unoccupied orbital energy in eV: 0.566
2S+1: 1

=====

ii) # C2H5N3O2

A single C2H5N3O2 molecule (ωB97M-V/def2-TZVPD, the OMol25 dataset).

Last column: natural (NBO) charge in e.
CARTESIAN COORDINATES (ANGSTROEM)
N  -2.181  0.456  0.617  -0.73
C  -0.909  0.264  0.324  0.52
N  -0.155  0.726  -0.710  -0.38
O  0.676  -0.131  -1.407  -0.34
C  1.524  -0.411  -0.362  0.17
O  0.891  -1.276  0.537  -0.37
N  -0.075  -0.470  1.208  -0.36
H  -2.754  1.063  -0.026  0.35
H  -0.803  1.410  -1.361  0.39
H  1.945  0.527  0.092  0.18
H  2.397  -1.032  -0.768  0.19
H  -0.557  -1.129  1.855  0.39

Lowest unoccupied orbital energy in eV: 0.784
2S+1: 1
SMILES: N=C1NOCON1

=====

iii) # C2H5N3O2

A single C2H5N3O2 molecule (ωB97M-V/def2-TZVPD, the OMol25 dataset).

Last column: natural (NBO) charge in e.
CARTESIAN COORDINATES (ANGSTROEM)
H  -2.356  1.219  0.913  0.34
N  -1.562  0.950  0.389  -0.67
C  -1.851  -0.225  -0.085  0.25
N  -0.788  -0.963  -0.686  -0.37
O  0.300  -0.204  -0.937  -0.35
C  1.222  -0.231  -0.008  0.87
N  2.248  0.602  -0.302  -0.82
O  1.217  -1.140  0.802  -0.64
H  -2.889  -0.816  -0.045  0.19
H  -0.288  -1.606  0.120  0.41
H  1.811  1.493  -0.578  0.39
H  2.936  0.919  0.419  0.41

Lowest unoccupied orbital energy in eV: 0.889
2S+1: 1
SMILES: [H]/N=C/NOC(N)=O

=====

iv) # C2H5N3O2

A single C2H5N3O2 molecule (ωB97M-V/def2-TZVPD, the OMol25 dataset).

Last column: natural (NBO) charge in e.
CARTESIAN COORDINATES (ANGSTROEM)
N  -2.793  -1.371  0.325  -0.45
C  -1.750  -1.005  0.589  0.53
O  -0.622  -0.577  0.927  -0.55
C  0.327  0.027  -0.176  0.78
N  -0.103  1.309  -0.594  -0.82
N  1.471  0.127  0.605  -0.85
O  0.137  -0.809  -1.301  -0.68
H  -1.136  1.389  -0.533  0.40
H  0.369  2.079  -0.119  0.37
H  2.268  -0.521  0.544  0.41
H  1.767  1.124  0.779  0.39
H  0.067  -1.771  -1.046  0.49

Lowest unoccupied orbital energy in eV: 0.360
2S+1: 1
SMILES: N#COC(N)(N)O

=====

Most stable: iv) (next structure +22.5 kcal/mol)

=====

i) # C5H10NOS

A gas-phase ion, C5H10NOS (charge -1) (ωB97M-V/def2-TZVPD, the OMol25 dataset).

Last column: natural (NBO) charge in e.
CARTESIAN COORDINATES (ANGSTROEM)
C  -1.533  -1.038  -0.433  -0.66
C  -1.614  -0.128  0.788  -0.21
N  -0.407  -0.020  1.607  -0.64
C  0.877  0.053  1.077  0.70
O  1.773  -0.581  1.614  -0.65
C  1.136  1.037  -0.035  -0.53
C  1.736  0.384  -1.288  -0.52
S  0.746  0.756  -2.825  -0.74
H  -2.524  -1.072  -0.887  0.20
H  -0.862  -0.594  -1.175  0.27
H  -1.127  -2.037  -0.239  0.20
H  -2.383  -0.506  1.456  0.18
H  -1.949  0.863  0.492  0.19
H  -0.351  -0.640  2.408  0.38
H  0.229  1.592  -0.275  0.22
H  1.781  1.790  0.420  0.22
H  1.774  -0.690  -1.168  0.19
H  2.698  0.831  -1.539  0.20

Net charge: -1
Lowest unoccupied orbital energy in eV: 3.582
2S+1: 1
SMILES: CCNC(=O)CC[S-]

=====

ii) # C5H10NOS

A gas-phase ion, C5H10NOS (charge -1) (ωB97M-V/def2-TZVPD, the OMol25 dataset).

Last column: natural (NBO) charge in e.
CARTESIAN COORDINATES (ANGSTROEM)
C  -2.541  -0.432  1.419  -0.60
C  -1.104  -0.354  0.913  -0.51
C  -0.950  0.700  -0.193  0.68
O  -1.921  1.260  -0.683  -0.68
N  0.309  0.933  -0.601  -0.61
C  1.604  0.254  -0.235  -0.23
C  2.360  -0.131  -1.473  -0.54
S  3.586  -1.473  -1.111  -0.73
H  -2.881  0.566  1.698  0.21
H  -2.580  -1.081  2.304  0.19
H  -3.187  -0.862  0.660  0.21
H  -0.312  -0.220  1.646  0.22
H  -0.864  -1.276  0.387  0.23
H  0.412  1.643  -1.308  0.38
H  1.367  -0.655  0.301  0.21
H  2.084  0.985  0.421  0.19
H  2.909  0.689  -1.901  0.18
H  1.709  -0.547  -2.243  0.19

Net charge: -1
Lowest unoccupied orbital energy in eV: 3.438
2S+1: 1
SMILES: CCC(=O)NCC[S-]

=====

Most stable: ii) (next structure +6.2 kcal/mol)

=====

i) # C3H6F2N2

A molecular structure, C3H6F2N2 (ωB97M-V/def2-TZVPD, the OMol25 dataset).

Last column: natural (NBO) charge in e.
CARTESIAN COORDINATES (ANGSTROEM)
C  -0.308  -0.376  1.676  0.00
C  -0.277  -0.119  -0.755  -0.62
C  0.223  0.515  0.526  -0.42
N  -1.031  0.160  2.794  0.11
N  -1.709  -0.546  1.945  0.13
F  -0.629  -0.326  4.000  -0.18
F  -2.056  -2.216  2.158  -0.36
H  0.408  -1.249  1.838  0.24
H  0.047  -1.156  -0.971  0.22
H  0.029  0.523  -1.654  0.22
H  -1.386  -0.272  -0.613  0.23
H  -0.170  1.481  0.514  0.22
H  1.351  0.542  0.713  0.22

Lowest unoccupied orbital energy in eV: -1.378
2S+1: 1

=====

ii) # C3H6F2N2

2 unconnected molecules or ions with the total composition C3H6F2N2 (ωB97M-V/def2-TZVPD, the OMol25 dataset).

Last column: natural (NBO) charge in e.
CARTESIAN COORDINATES (ANGSTROEM)
C  -0.835  -0.482  -0.427  0.40
C  -1.610  -0.458  0.860  -0.73
C  1.378  0.088  0.071  0.73
N  -1.195  -0.806  -1.506  -0.68
N  1.318  1.462  0.062  -0.90
F  1.528  -0.604  1.280  -0.37
F  2.270  -0.613  -0.752  -0.38
H  -1.197  0.449  1.457  0.26
H  -1.486  -1.508  1.257  0.26
H  -2.688  -0.342  0.472  0.24
H  -0.822  -1.024  -2.403  0.41
H  2.086  2.063  0.540  0.37
H  1.253  1.777  -0.910  0.40

Lowest unoccupied orbital energy in eV: 0.956
2S+1: 1

=====

iii) # C3H6F2N2

A molecular structure, C3H6F2N2 (ωB97M-V/def2-TZVPD, the OMol25 dataset).

Last column: natural (NBO) charge in e.
CARTESIAN COORDINATES (ANGSTROEM)
C  1.192  0.750  0.026  -0.71
C  0.589  -0.659  -0.006  0.62
C  -0.553  -0.926  0.903  -0.15
H  2.366  0.585  -0.267  0.26
H  0.825  1.453  -0.971  0.25
H  1.055  1.356  1.146  0.26
H  -0.474  -1.099  1.966  0.23
H  -1.158  0.011  -1.310  0.36
H  -2.714  1.096  -0.651  0.41
N  -1.654  -0.258  0.515  -0.18
N  -1.636  0.383  -0.644  -0.61
F  1.653  -1.479  0.594  -0.39
F  0.509  -1.214  -1.301  -0.35

Lowest unoccupied orbital energy in eV: 0.670
2S+1: 1

=====

Most stable: ii) (next structure +27.1 kcal/mol)